(1)
11
Properties=species:S:1:pos:R:3 method="wB97M-V/def2-TZVPD" smiles="OCCC=S" charge=0
O -0.31726 0.80804 -1.94151
C -0.77092 1.44933 -0.82023
C -0.91551 0.27932 0.08836
C 0.26237 0.08982 0.93268
S 0.97808 -1.37241 1.04623
H -0.50267 -0.27938 -2.04986
H -1.81223 2.00531 -0.85841
H -0.13614 2.38265 -0.83751
H -1.96672 0.24261 0.85368
H -0.79991 -0.75001 -0.69392
H 0.65083 0.98216 1.17373

(2)
11
Properties=species:S:1:pos:R:3 method="wB97M-V/def2-TZVPD" smiles="O=CCCS" charge=0
O 2.00416 0.46848 0.93581
C 1.77542 -0.26425 0.02026
C 0.20904 -0.68576 -0.32979
C -0.59874 0.46403 0.26760
S -2.32254 -0.10184 0.57933
H 2.72114 -0.51638 -0.61541
H 0.02681 -1.63388 0.15122
H 0.03936 -0.72695 -1.51093
H -0.66146 1.34203 -0.49132
H -0.25099 0.84474 1.19087
H -2.94220 0.80977 -0.19764

(3)
13
Properties=species:S:1:pos:R:3 method="wB97M-V/def2-TZVPD" charge=0
C 1.79087 0.52747 0.63983
C 1.12627 0.83881 -0.73806
C -0.83828 -1.51554 1.29297
O 2.77145 -0.10055 0.63450
S -2.43727 -1.59418 0.92658
S -0.03687 -2.93411 1.06314
S 0.87930 1.11735 2.04988
H 0.02020 1.05834 -0.71843
H 1.40449 0.07562 -1.45509
H 1.53182 1.78499 -1.08882
H -2.82421 -0.14125 1.12134
H 1.28452 -2.42755 1.53672
H 0.02173 -0.07613 2.00767

Number 1: DFT total energy -591.1754 Eh, gap between HOMO and LUMO 8.37 eV. Number 2: DFT total energy -591.2849 Eh, gap between HOMO and LUMO 9.86 eV. Number 3: DFT total energy -1387.5888 Eh, gap between HOMO and LUMO 8.37 eV.